1.
# C5H32O11S2

11 unconnected molecules or ions with the total composition C5H32O11S2 at a distorted geometry (wB97M-V/def2-TZVPD, the OMol25 dataset).

```
50
Properties=species:S:1:pos:R:3:nbo_charge:R:1
C -2.212 -0.036 -3.429 -0.637
C -2.983 0.181 -2.155 -0.548
S -2.052 1.185 -0.956 0.097
S -0.548 0.117 -0.204 0.034
C -1.052 -0.815 1.292 -0.550
C -0.078 -1.954 1.554 -0.455
C 1.374 -1.547 1.695 -0.071
O 1.544 -0.613 2.776 -0.785
H -1.275 -0.593 -3.330 0.228
H -1.934 0.864 -3.954 0.209
H -2.773 -0.598 -4.189 0.212
H -3.949 0.643 -2.361 0.231
H -3.287 -0.763 -1.696 0.219
H -2.081 -1.187 1.179 0.272
H -1.096 -0.099 2.189 0.211
H -0.120 -2.713 0.742 0.236
H -0.439 -2.483 2.436 0.218
H 2.040 -2.384 1.847 0.208
H 1.804 -1.024 0.829 0.198
H 1.546 -1.054 3.613 0.492
O 2.756 0.249 -1.443 -1.005
H 2.411 1.143 -1.727 0.519
H 3.680 0.228 -1.729 0.489
O 1.447 3.676 0.290 -0.977
H 0.559 3.720 0.541 0.476
H 1.899 3.007 0.856 0.510
O 2.529 1.492 1.421 -1.010
H 2.606 1.008 0.510 0.505
H 2.372 0.764 2.031 0.505
O 1.875 2.662 -2.156 -0.980
H 0.983 2.591 -2.570 0.489
H 1.746 3.098 -1.304 0.511
O -3.804 -0.347 2.356 -1.001
H -4.619 0.012 1.924 0.465
H -3.306 0.454 2.679 0.500
O 0.189 1.649 3.248 -0.973
H 0.646 2.222 2.613 0.487
H 0.557 0.780 3.105 0.496
O -0.109 -3.081 -2.105 -0.962
H -0.889 -2.721 -1.736 0.472
H 0.287 -2.339 -2.554 0.502
O -2.487 1.861 3.116 -0.979
H -2.754 2.123 3.986 0.477
H -1.516 1.769 3.109 0.509
O 2.081 -2.899 -0.549 -1.005
H 2.371 -2.114 -1.015 0.464
H 1.248 -3.239 -1.069 0.507
O 1.219 -1.045 -3.221 -0.991
H 1.790 -1.324 -3.905 0.474
H 1.802 -0.528 -2.580 0.504
```

Frontier orbital gap in eV: 9.039
Energy above the lowest of the compared OMol25 structures with the same formula, charge and spin in kJ/mol: 0.0
HOMO energy in eV: -8.821
SMILES: CCSSCCCO.O.O.O.O.O.O.O.O.O.O
Energy in eV: -49898.6929

=====

2.
# C5H33N2O10

11 unconnected molecules or ions with the total composition C5H33N2O10 at a distorted geometry (wB97M-V/def2-TZVPD, the OMol25 dataset).

```
50
Properties=species:S:1:pos:R:3:nbo_charge:R:1
C 0.724 -4.203 -0.062 -0.605
C 1.154 -3.228 -1.163 -0.376
C 1.219 -1.778 -0.750 -0.436
C 2.010 -0.823 -1.669 -0.244
N 1.357 0.454 -1.925 -0.519
C 0.096 0.664 -2.144 0.408
N -0.737 -0.165 -2.729 -0.723
H 1.443 -4.070 0.757 0.209
H -0.268 -4.075 0.343 0.206
H 0.957 -5.226 -0.356 0.229
H 2.087 -3.595 -1.595 0.218
H 0.432 -3.416 -1.952 0.147
H 1.592 -1.748 0.280 0.234
H 0.246 -1.322 -0.554 0.209
H 3.024 -0.701 -1.301 0.244
H 2.233 -1.378 -2.588 0.210
H 1.804 1.244 -1.444 0.471
H -0.345 1.634 -1.973 0.217
H -0.567 -1.123 -2.991 0.415
H -1.653 0.148 -3.007 0.440
H 0.798 1.598 4.706 0.480
H -0.207 1.153 3.765 0.496
O 0.742 0.980 3.962 -0.980
H 3.432 1.792 2.047 0.465
H 2.425 1.862 3.201 0.494
O 2.891 2.406 2.552 -0.960
H -2.532 -2.843 0.895 0.472
H -3.137 -3.008 -0.453 0.480
O -2.818 -2.317 0.141 -0.949
H 0.298 0.010 1.117 0.480
H 1.087 1.014 1.801 0.499
O 0.993 0.648 0.903 -0.983
H -0.707 -3.160 -2.740 0.455
H -1.481 -3.668 -4.062 0.492
O -1.541 -3.402 -3.142 -0.952
H -1.696 2.130 2.944 0.481
H -2.228 2.822 4.125 0.498
O -1.737 2.017 3.907 -0.959
H -0.659 3.944 -1.903 0.458
H -0.913 4.949 -0.726 0.476
O -0.996 4.810 -1.671 -0.932
H 2.728 3.544 -0.931 0.501
H 2.669 2.457 0.215 0.505
O 2.721 2.605 -0.736 -0.972
H -1.985 -1.730 3.381 0.473
H -2.235 -0.296 3.753 0.486
O -1.742 -0.835 3.122 -0.959
H -3.496 1.737 -1.154 0.498
H -3.209 0.166 -0.689 0.513
O -2.890 1.012 -1.013 -1.007
```

Frontier orbital gap in eV: 11.240
Energy above the lowest of the compared OMol25 structures with the same formula, charge and spin in kJ/mol: 243.1
Charge: +1
HOMO energy in eV: -13.736
Energy in eV: -29170.1186

=====

3.
# C5H33N2O11

11 unconnected molecules or ions with the total composition C5H33N2O11 at a distorted geometry (wB97M-V/def2-TZVPD, the OMol25 dataset).

```
51
Properties=species:S:1:pos:R:3:nbo_charge:R:1
O -1.072 0.084 -0.799 -0.567
C -1.561 1.042 -0.392 0.697
N -2.658 1.630 -1.010 -0.650
C -2.471 3.097 -1.198 -0.225
C -1.231 3.686 -1.914 -0.663
C -1.167 1.782 0.899 -0.350
N 0.301 1.499 1.109 -0.527
C 0.822 2.846 1.612 -0.458
H -2.785 1.017 -1.901 0.425
H -3.268 3.589 -1.775 0.225
H -2.504 3.486 -0.219 0.182
H -0.258 3.742 -1.498 0.200
H -1.533 4.780 -2.110 0.236
H -0.855 3.056 -2.738 0.229
H -1.368 2.911 0.904 0.242
H -1.757 1.650 1.789 0.270
H 0.382 0.799 1.812 0.464
H 0.845 1.078 0.324 0.483
H 1.850 2.934 1.293 0.270
H 0.437 3.097 2.564 0.240
H 0.755 3.560 0.722 0.232
H 1.371 -0.612 -3.889 0.487
H 1.751 -1.127 -2.364 0.482
O 2.005 -0.981 -3.259 -0.968
H -1.034 -4.210 -1.277 0.483
H -0.853 -2.932 -1.122 0.491
O -0.238 -3.734 -1.109 -0.970
H 2.546 -0.191 1.900 0.473
H 2.464 -1.102 0.707 0.503
O 2.384 -0.247 1.029 -0.978
H 1.345 -3.125 -0.135 0.503
H 2.819 -3.418 -0.440 0.486
O 2.282 -2.977 0.171 -0.987
H 4.352 0.667 1.392 0.474
H 4.565 1.518 0.107 0.464
O 4.457 1.600 0.987 -0.941
H 1.836 0.725 4.486 0.485
H 2.917 0.075 3.948 0.476
O 2.257 0.687 3.623 -0.951
H -3.242 -2.920 -1.655 0.476
H -3.449 -3.556 -0.430 0.485
O -2.867 -2.873 -0.800 -0.950
H -0.636 -3.429 1.253 0.486
H 0.464 -3.674 2.300 0.497
O -0.397 -3.289 2.148 -0.948
H -1.695 0.128 -4.153 0.484
H -1.428 -0.933 -3.051 0.476
O -1.646 -0.073 -3.217 -0.946
H -0.509 -1.609 2.060 0.499
H -1.919 -1.383 1.657 0.480
O -1.095 -0.849 1.826 -1.008
```

Frontier orbital gap in eV: 9.951
Energy above the lowest of the compared OMol25 structures with the same formula, charge and spin in kJ/mol: 562.0
Charge: +1
HOMO energy in eV: -12.502
Energy in eV: -31214.2213

=====

4.
# C5H33N2O12

12 unconnected molecules or ions with the total composition C5H33N2O12 at a distorted geometry (wB97M-V/def2-TZVPD, the OMol25 dataset).

```
52
Properties=species:S:1:pos:R:3:mulliken_spin:R:1
O 1.938 3.800 -1.034 -0.008
C 1.174 3.524 -0.136 0.022
C 0.469 2.201 -0.003 -0.001
C -1.057 2.183 0.154 0.105
C -1.528 2.529 1.535 -0.219
C -1.471 1.723 2.587 0.244
N -1.803 1.922 3.910 0.008
N 0.918 1.232 -1.097 0.059
H 1.099 4.254 0.683 0.001
H 0.952 1.659 0.810 -0.029
H -1.334 1.188 -0.218 -0.018
H -1.590 2.718 -0.632 0.017
H -1.884 3.538 1.653 -0.007
H -1.004 0.762 2.457 0.087
H -2.497 2.656 3.971 0.018
H -1.934 1.163 4.551 -0.076
H 1.893 0.946 -0.960 -0.035
H 0.776 1.649 -2.037 0.016
H 0.399 0.354 -1.077 0.008
H -0.332 -3.108 1.911 0.004
H -0.642 -4.122 0.822 0.104
O -0.497 -3.172 0.950 0.034
H 3.015 -2.488 -2.982 -0.008
H 1.639 -2.000 -3.561 -0.001
O 2.309 -1.842 -2.893 0.040
H -4.824 -0.327 -1.169 0.009
H -4.032 -1.117 -0.196 0.010
O -3.908 -0.554 -0.970 -0.014
H -1.752 -3.715 -2.157 -0.011
H -3.095 -2.855 -2.257 0.005
O -2.263 -2.987 -1.798 0.033
H 1.224 3.565 -2.793 -0.001
H 0.659 2.696 -3.837 0.000
O 1.476 2.798 -3.336 -0.001
H 1.137 -1.257 1.065 -0.102
H -0.028 -0.822 1.771 0.121
O 0.533 -0.501 1.042 0.417
H 2.287 -3.054 -0.808 -0.003
H 3.425 -3.925 -0.052 0.017
O 3.146 -3.479 -0.853 0.019
H 1.027 -0.794 4.296 0.113
H 2.185 -1.791 4.022 -0.023
O 1.570 -1.180 3.592 -0.135
H -1.833 -0.273 -2.920 0.004
H -1.021 -1.188 -2.004 0.026
O -0.982 -0.346 -2.483 0.054
H -3.139 -1.941 1.997 0.004
H -2.459 -2.675 0.803 0.064
O -3.287 -2.580 1.295 -0.013
H 3.741 -1.017 0.247 0.022
H 2.777 -0.585 1.462 0.034
O 3.204 -0.327 0.645 -0.014
```

Frontier orbital gap (alpha / beta) in eV: 2.710 / 8.393
Energy above the lowest of the compared OMol25 structures with the same formula, charge and spin in kJ/mol: 0.0
Multiplicity: 2
⟨S²⟩: 0.751
HOMO energy (alpha / beta) in eV: -2.671 / -8.442
Energy in eV: -33267.0306